1.
The following is a DFT calculation (ωB97M-V/def2-TZVPD) of one molecule with the formula C27H31N3O5.

XYZ file:
```
66
Properties=species:S:1:pos:R:3:lowdin_charge:R:1
C 5.27 -1.75 2.07 0.02
C 4.06 -1.33 1.76 -0.14
C 3.46 -0.05 2.29 -0.19
O 2.76 0.69 1.31 -0.04
C 1.56 0.24 0.85 -0.28
C 0.87 -0.86 1.34 -0.02
C -0.35 -1.22 0.78 -0.04
C -0.89 -0.49 -0.27 -0.20
C -2.17 -0.95 -0.94 -0.18
C -2.06 -0.91 -2.45 -0.05
C -1.03 -1.33 -3.24 -0.19
O -1.05 -1.10 -4.55 0.12
C 0.20 -1.94 -2.73 -0.15
C 1.43 -1.48 -3.21 0.00
C 2.62 -1.96 -2.69 0.00
C 2.60 -2.93 -1.70 -0.27
O 3.70 -3.46 -1.11 -0.09
C 4.97 -3.02 -1.54 -0.09
C 1.37 -3.43 -1.25 0.01
C 0.19 -2.94 -1.75 -0.02
C -3.12 -0.09 -2.98 -0.23
O -3.30 0.17 -4.17 0.09
C -3.90 0.44 -1.79 -0.37
O -4.87 1.16 -1.80 0.10
N -3.29 -0.07 -0.69 0.01
C -3.77 0.20 0.64 -0.10
C -3.60 1.68 1.02 -0.16
N -2.19 2.04 1.07 -0.17
C -1.56 1.83 2.36 -0.17
C -1.87 2.95 3.36 -0.21
N -1.54 4.27 2.84 -0.07
C -2.20 4.48 1.56 -0.20
C -1.87 3.36 0.55 -0.18
C -0.22 0.63 -0.73 -0.02
C 0.99 0.99 -0.18 0.01
H 5.65 -2.68 1.69 0.05
H 5.91 -1.21 2.74 0.06
H 3.43 -1.89 1.08 0.09
H 2.80 -0.28 3.14 0.13
H 4.25 0.62 2.64 0.13
H 1.26 -1.46 2.15 0.11
H -0.86 -2.08 1.16 0.12
H -2.43 -1.95 -0.58 0.16
H -1.89 -0.60 -4.77 0.10
H 1.44 -0.73 -3.98 0.13
H 3.54 -1.56 -3.07 0.11
H 5.12 -1.96 -1.33 0.10
H 5.69 -3.60 -0.96 0.09
H 5.13 -3.22 -2.60 0.10
H 1.38 -4.20 -0.50 0.12
H -0.74 -3.35 -1.42 0.12
H -3.22 -0.43 1.34 0.12
H -4.84 -0.04 0.69 0.13
H -4.10 2.28 0.26 0.12
H -4.12 1.85 1.98 0.12
H -1.88 0.86 2.76 0.12
H -0.48 1.79 2.18 0.11
H -1.31 2.80 4.29 0.11
H -2.94 2.96 3.60 0.11
H -0.53 4.33 2.70 0.10
H -1.89 5.45 1.16 0.11
H -3.28 4.51 1.74 0.12
H -2.40 3.52 -0.39 0.12
H -0.79 3.37 0.35 0.11
H -0.64 1.22 -1.53 0.13
H 1.53 1.85 -0.54 0.12
```

HOMO level: -7.67 eV
HOMO-LUMO gap: 7.403 eV
ΔE to the lowest compared entry with this formula, charge and spin: 353.6 kJ/mol
E_LUMO: -0.264 eV


2.
The following is a DFT calculation (ωB97M-V/def2-TZVPD) of an isolated ion of composition C27H31N4O4S and charge -1.

XYZ file:
```
67
Properties=species:S:1:pos:R:3:lowdin_charge:R:1
C -6.40 -1.61 0.68 -0.09
C -5.09 -2.23 0.20 -0.27
N -4.06 -1.22 0.06 -0.20
C -4.15 -0.44 -1.17 -0.25
C -3.61 0.97 -0.99 -0.08
C -2.72 -1.69 0.35 -0.16
C -2.26 -2.91 -0.48 -0.15
N -0.82 -3.00 -0.48 0.08
C -0.14 -3.87 0.28 -0.46
O -0.65 -4.81 0.88 0.03
C 1.32 -3.57 0.34 -0.13
C 2.03 -3.14 -0.78 -0.01
C 3.33 -2.72 -0.66 -0.02
C 3.94 -2.68 0.59 -0.27
N 5.20 -2.08 0.76 0.14
C 5.60 -0.84 0.34 -0.43
O 6.74 -0.46 0.55 0.06
C 4.58 -0.02 -0.39 -0.14
C 4.97 0.70 -1.51 -0.02
C 4.04 1.40 -2.25 -0.06
C 2.70 1.36 -1.91 -0.04
C 2.32 0.68 -0.77 -0.25
S 0.57 0.35 -0.42 0.59
O 0.49 -0.16 0.94 -0.32
O 0.27 -0.66 -1.44 -0.35
N -0.32 1.61 -0.76 -0.14
C -0.14 2.78 -0.11 -0.37
C 0.86 3.01 0.86 -0.04
C 1.00 4.25 1.45 -0.06
C 0.18 5.31 1.11 -0.32
C 0.35 6.67 1.74 -0.08
C -0.81 5.09 0.16 -0.08
C -0.97 3.86 -0.43 -0.04
C 3.25 0.02 0.02 -0.02
C 3.28 -3.22 1.69 -0.02
C 1.98 -3.66 1.56 -0.01
H -7.14 -2.39 0.87 0.06
H -6.23 -1.05 1.59 0.07
H -6.81 -0.93 -0.06 0.06
H -4.75 -2.94 0.96 0.11
H -5.26 -2.79 -0.73 0.12
H -5.21 -0.38 -1.44 0.10
H -3.62 -0.93 -2.00 0.11
H -4.04 1.42 -0.09 0.08
H -3.88 1.58 -1.85 0.07
H -2.52 0.98 -0.89 0.03
H -2.02 -0.88 0.18 0.09
H -2.68 -1.95 1.42 0.13
H -2.65 -3.85 -0.07 0.11
H -2.59 -2.80 -1.51 0.12
H -0.34 -2.15 -0.82 0.07
H 1.54 -3.11 -1.75 0.12
H 3.88 -2.36 -1.53 0.13
H 5.85 -2.53 1.39 0.15
H 6.01 0.68 -1.80 0.11
H 4.36 1.96 -3.12 0.10
H 1.94 1.84 -2.50 0.12
H 1.50 2.19 1.15 0.09
H 1.78 4.39 2.19 0.10
H 0.66 7.41 1.00 0.07
H -0.59 7.01 2.17 0.07
H 1.10 6.64 2.53 0.06
H -1.48 5.91 -0.11 0.10
H -1.75 3.70 -1.17 0.10
H 2.89 -0.45 0.92 0.12
H 3.77 -3.23 2.65 0.11
H 1.44 -4.04 2.41 0.12
```

HOMO level: -4.56 eV
Charge: -1
HOMO-LUMO gap: 7.364 eV
E_LUMO: 2.804 eV


3.
The following is a DFT calculation (ωB97M-V/def2-TZVPD) of C27H31N5O4PPtS as an isolated structure.

XYZ file:
```
70
Properties=species:S:1:pos:R:3:lowdin_charge:R:1
Pt 0.15 0.23 0.14 1.06
S -3.77 6.47 -1.18 1.06
N -4.28 5.01 -0.74 -0.20
C -3.21 4.24 -0.62 -0.30
C -3.20 2.85 -0.22 -0.07
C -4.33 2.12 0.14 0.04
C -4.18 0.80 0.52 0.00
C -2.90 0.24 0.55 -0.07
N -1.83 0.94 0.21 -0.02
C -1.96 2.22 -0.18 -0.13
C -0.72 2.91 -0.52 -0.11
N 0.43 2.18 -0.46 -0.04
C 1.59 2.82 -0.60 -0.10
C 1.67 4.18 -0.88 0.00
C 0.51 4.91 -1.02 0.04
C -0.71 4.27 -0.83 -0.07
C -2.00 4.93 -0.90 -0.30
N -2.18 6.20 -1.23 -0.21
H -5.30 2.59 0.12 0.13
H -5.03 0.20 0.82 0.12
H -2.72 -0.78 0.86 0.13
H 2.48 2.23 -0.49 0.10
H 2.64 4.64 -0.99 0.12
H 0.53 5.97 -1.25 0.13
C 3.23 -1.38 2.06 -0.12
C 3.48 -0.64 0.75 -0.36
P 2.08 -0.73 -0.43 0.81
C 1.75 -2.51 -0.68 -0.37
C 2.87 -3.30 -1.35 -0.13
C 2.71 -0.11 -2.04 -0.37
C 4.22 -0.16 -2.27 -0.13
H 3.98 -1.10 2.80 0.08
H 3.27 -2.46 1.93 0.08
H 2.25 -1.13 2.48 0.05
H 4.37 -1.03 0.26 0.08
H 3.66 0.42 0.94 0.08
H 0.82 -2.56 -1.25 0.08
H 1.51 -2.91 0.31 0.07
H 3.04 -2.97 -2.37 0.07
H 2.60 -4.36 -1.38 0.08
H 3.81 -3.22 -0.80 0.07
H 2.34 0.91 -2.17 0.05
H 2.18 -0.69 -2.79 0.08
H 4.75 0.48 -1.57 0.07
H 4.45 0.20 -3.28 0.08
H 4.62 -1.16 -2.18 0.06
O -0.20 -1.21 1.48 -0.26
C -0.28 -0.58 2.65 -0.61
O -0.13 0.63 2.79 0.02
C -0.58 -1.49 3.80 -0.15
C -0.07 -2.78 3.84 -0.03
C -0.34 -3.59 4.94 -0.07
C -1.13 -3.11 5.98 -0.08
C -1.65 -1.82 5.92 -0.07
C -1.36 -1.01 4.84 -0.02
H 0.52 -3.15 3.02 0.11
H 0.07 -4.59 4.99 0.11
H -1.34 -3.74 6.83 0.11
H -2.26 -1.45 6.73 0.11
H -1.73 0.01 4.80 0.12
N -2.60 -2.25 -4.63 0.01
C -1.76 -1.06 -4.62 -0.14
C -1.29 -0.74 -3.20 -0.54
O -0.57 0.18 -2.93 0.05
O -1.75 -1.58 -2.27 0.08
H -2.23 -2.99 -5.22 0.09
H -3.54 -2.06 -4.95 0.09
H -2.29 -2.24 -2.77 0.10
H -2.28 -0.17 -4.99 0.13
H -0.87 -1.17 -5.23 0.13
```

HOMO level: -10.89 eV
Charge: +1
HOMO-LUMO gap: 7.494 eV
ΔE to the lowest compared entry with this formula, charge and spin: 35.9 kJ/mol
E_LUMO: -3.394 eV


4.
The following is a DFT calculation (ωB97M-V/def2-TZVPD) of C27H31N8O2PPt as an isolated structure.

XYZ file:
```
70
Properties=species:S:1:pos:R:3:lowdin_charge:R:1
Pt 0.24 0.31 0.22 1.06
C -3.61 -0.10 -2.29 -0.01
O -3.29 -1.29 -1.52 0.07
C -2.23 -1.01 -0.80 -0.32
N -1.70 0.16 -0.92 0.05
C -2.47 0.89 -1.96 -0.24
C -3.01 2.22 -1.53 -0.22
C -3.10 3.26 -2.45 -0.04
C -3.70 4.46 -2.10 -0.05
C -4.23 4.62 -0.83 -0.06
C -4.17 3.58 0.09 -0.07
C -3.56 2.39 -0.26 -0.07
C -1.67 -2.03 0.06 -0.15
C -2.20 -3.27 0.38 0.07
C -1.50 -4.08 1.26 0.02
C -0.30 -3.64 1.81 0.07
C 0.16 -2.39 1.42 -0.15
N -0.50 -1.63 0.56 0.01
C 1.37 -1.71 1.82 -0.30
N 1.63 -0.51 1.38 -0.05
C 2.99 -0.14 1.86 -0.22
C 3.42 -1.41 2.63 0.00
O 2.25 -2.28 2.60 0.09
C 3.96 0.17 0.74 -0.22
C 3.98 -0.63 -0.40 -0.06
C 4.94 -0.43 -1.38 -0.08
C 5.90 0.56 -1.22 -0.06
C 5.89 1.35 -0.08 -0.04
C 4.93 1.15 0.90 -0.04
H -4.58 0.25 -1.95 0.14
H -3.65 -0.39 -3.34 0.14
H -1.79 1.02 -2.80 0.12
H -2.71 3.12 -3.45 0.11
H -3.77 5.26 -2.82 0.12
H -4.71 5.56 -0.56 0.12
H -4.60 3.70 1.07 0.12
H -3.53 1.57 0.45 0.12
H -3.14 -3.58 -0.05 0.14
H -1.89 -5.05 1.53 0.13
H 0.27 -4.24 2.51 0.14
H 2.89 0.71 2.53 0.13
H 3.67 -1.23 3.68 0.15
H 4.21 -1.95 2.13 0.15
H 3.24 -1.42 -0.53 0.12
H 4.95 -1.06 -2.26 0.12
H 6.65 0.71 -1.97 0.12
H 6.64 2.12 0.05 0.12
H 4.94 1.76 1.80 0.12
N 0.60 3.82 -4.22 0.16
N 1.08 2.83 -3.40 -0.27
N 2.35 2.55 -3.30 0.16
C 2.37 1.67 -2.32 -0.18
N 1.14 1.44 -1.84 -0.07
N 0.32 2.19 -2.55 0.07
H 1.14 3.80 -5.09 0.12
H -0.38 3.63 -4.41 0.09
H 3.26 1.20 -1.95 0.08
C 2.05 3.13 1.02 -0.22
P 0.44 2.33 1.24 0.67
C -0.74 3.59 0.73 -0.23
C 0.22 2.12 3.03 -0.23
H 2.17 3.93 1.75 0.07
H 2.11 3.56 0.02 0.05
H 2.86 2.42 1.14 0.00
H -0.43 4.56 1.12 0.07
H -1.73 3.35 1.12 0.03
H -0.80 3.64 -0.36 0.04
H 0.04 3.09 3.50 0.07
H 1.12 1.69 3.48 0.04
H -0.62 1.47 3.24 0.05
```

HOMO level: -13.77 eV
Charge: +2
HOMO-LUMO gap: 7.324 eV
E_LUMO: -6.448 eV


5.
The following is a DFT calculation (ωB97M-V/def2-TZVPD) of C27H32BN8RhS2 as an isolated structure.

XYZ file:
```
71
Properties=species:S:1:pos:R:3:lowdin_charge:R:1
Rh 0.39 -0.11 -0.02 0.72
C 3.29 -0.80 -1.15 -0.16
C 3.61 0.65 -1.50 -0.09
C 3.17 1.69 -0.49 -0.25
C 3.93 2.85 -0.36 0.01
C 3.57 3.81 0.56 -0.01
C 2.43 3.60 1.33 -0.02
C 1.71 2.44 1.12 -0.15
N 2.08 1.51 0.24 0.04
N 1.92 -1.24 -1.46 -0.21
C 1.57 -1.07 -2.87 -0.11
C 0.85 0.23 -3.17 -0.26
C 0.60 0.58 -4.49 0.01
C -0.05 1.77 -4.76 -0.02
C -0.41 2.59 -3.70 -0.02
C -0.15 2.15 -2.42 -0.13
N 0.45 0.99 -2.16 0.04
C 1.73 -2.64 -1.06 -0.14
C 0.26 -2.99 -0.99 -0.26
C -0.17 -4.30 -0.91 0.02
C -1.53 -4.56 -0.80 0.00
C -2.42 -3.50 -0.85 -0.01
C -1.91 -2.22 -0.96 -0.10
N -0.60 -1.97 -0.98 0.05
H 4.00 -1.44 -1.68 0.14
H 3.44 -0.95 -0.07 0.12
H 4.69 0.73 -1.60 0.13
H 3.17 0.92 -2.46 0.12
H 4.79 3.00 -0.99 0.13
H 4.15 4.71 0.68 0.13
H 2.12 4.31 2.07 0.12
H 0.80 2.25 1.67 0.08
H 2.47 -1.13 -3.50 0.15
H 0.90 -1.87 -3.17 0.14
H 0.90 -0.08 -5.29 0.13
H -0.25 2.07 -5.78 0.12
H -0.88 3.54 -3.87 0.12
H -0.43 2.74 -1.55 0.09
H 2.24 -3.32 -1.76 0.15
H 2.16 -2.80 -0.07 0.12
H 0.56 -5.10 -0.92 0.13
H -1.88 -5.58 -0.69 0.13
H -3.49 -3.66 -0.81 0.12
H -2.56 -1.37 -1.05 0.11
C -4.36 1.35 -0.92 -0.02
N -4.20 0.45 0.19 -0.12
C -5.14 -0.38 0.73 -0.01
C -4.53 -1.07 1.74 -0.03
N -3.24 -0.67 1.83 0.01
B -2.17 -1.36 2.72 -0.44
N -1.21 -0.30 3.35 -0.01
C -1.51 0.56 4.36 -0.02
C -0.35 1.05 4.88 -0.01
N 0.67 0.48 4.18 -0.12
C 2.08 0.61 4.42 -0.02
C 0.13 -0.31 3.23 -0.69
S 1.09 -1.12 2.07 0.74
C -3.04 0.25 0.88 -0.68
S -1.63 1.13 0.52 0.75
H -5.32 1.17 -1.39 0.11
H -3.56 1.18 -1.64 0.08
H -4.29 2.38 -0.58 0.10
H -6.14 -0.42 0.38 0.13
H -4.93 -1.83 2.39 0.13
H -1.54 -2.07 2.00 0.06
H -2.71 -1.92 3.60 0.09
H -2.52 0.74 4.66 0.14
H -0.17 1.75 5.67 0.13
H 2.25 1.29 5.25 0.11
H 2.60 0.98 3.53 0.08
H 2.50 -0.37 4.68 0.10
```

HOMO level (alpha / beta): -13.22 / -13.22 eV
Charge: +2
HOMO-LUMO gap (alpha / beta): 6.421 / 6.422 eV
E_LUMO (alpha / beta): -6.802 / -6.802 eV


6.
The following is a DFT calculation (ωB97M-V/def2-TZVPD) of a 5-piece molecular cluster, C27H32BrF17N2O6 overall.

XYZ file:
```
85
Properties=species:S:1:pos:R:3:lowdin_charge:R:1
C 6.60 2.73 -2.13 -0.18
C 5.60 1.49 -2.10 -0.24
C 4.20 2.02 -1.55 -0.57
Br 4.49 3.32 -0.05 0.75
C 3.30 0.90 -0.96 -0.21
C 3.66 -0.08 0.07 0.11
N 2.45 -0.76 0.21 0.10
C 2.45 -1.84 1.24 -0.68
O 2.42 -1.63 2.45 0.03
O 2.43 -3.04 0.78 -0.04
C 1.43 -0.35 -0.57 -0.05
C -0.04 -0.86 -0.62 -0.28
F -0.52 -1.02 -1.90 0.14
F -0.14 -2.09 -0.02 0.13
C -0.92 0.12 0.28 -0.24
F -0.79 -0.41 1.56 0.12
F -0.36 1.39 0.41 0.11
C -2.47 0.13 -0.02 -0.26
F -2.86 -1.20 -0.06 0.13
F -3.10 0.64 1.11 0.12
C -3.01 0.82 -1.32 -0.27
F -4.30 1.24 -1.04 0.14
F -3.18 -0.11 -2.33 0.13
C -2.23 2.02 -1.94 -0.24
F -0.91 1.75 -2.30 0.11
F -2.85 2.28 -3.16 0.12
C -2.36 3.42 -1.16 -0.26
F -2.47 3.27 0.19 0.15
F -3.59 3.92 -1.57 0.12
C -1.31 4.51 -1.62 -0.27
F -1.05 4.47 -2.97 0.15
F -1.95 5.74 -1.43 0.13
C 0.01 4.59 -0.79 -0.43
F 0.69 5.70 -1.26 0.13
F 0.87 3.54 -1.02 0.12
F -0.17 4.82 0.54 0.17
N 1.96 0.70 -1.30 0.18
H 7.37 2.51 -2.92 0.08
H 7.14 2.87 -1.16 0.06
H 6.08 3.68 -2.45 0.07
H 5.41 1.13 -3.15 0.12
H 5.96 0.68 -1.42 0.11
H 3.64 2.62 -2.33 0.10
H 4.61 -0.24 0.61 0.17
H 1.49 1.27 -2.01 0.16
C -2.30 -4.51 -0.19 -0.02
C -2.80 -5.90 0.11 -0.49
O -3.37 -6.56 -0.74 0.04
C -2.57 -6.43 1.49 -0.01
H -2.54 -4.25 -1.22 0.08
H -2.79 -3.79 0.47 0.08
H -1.22 -4.46 -0.05 0.09
H -3.07 -5.80 2.23 0.09
H -1.50 -6.47 1.70 0.09
H -2.98 -7.44 1.56 0.08
C -1.04 -1.62 5.34 -0.02
C -2.37 -2.12 4.85 -0.51
O -2.59 -3.30 4.70 0.06
C -3.41 -1.08 4.53 -0.02
H -0.38 -2.47 5.53 0.09
H -0.57 -0.98 4.59 0.08
H -1.16 -1.07 6.28 0.08
H -3.03 -0.43 3.74 0.07
H -3.65 -0.50 5.42 0.09
H -4.31 -1.58 4.18 0.08
C 2.77 6.52 4.30 -0.02
C 2.75 6.13 2.84 -0.50
O 3.52 5.30 2.40 0.02
C 1.74 6.81 1.95 -0.02
H 3.54 5.95 4.81 0.08
H 2.99 7.58 4.39 0.09
H 1.80 6.29 4.75 0.09
H 1.92 7.89 1.95 0.09
H 0.73 6.60 2.31 0.08
H 1.84 6.44 0.93 0.06
C -1.47 -6.71 -3.34 -0.02
C -1.44 -5.87 -4.59 -0.50
O -0.41 -5.35 -4.97 0.06
C -2.73 -5.72 -5.35 -0.03
H -0.48 -6.73 -2.89 0.09
H -2.17 -6.27 -2.62 0.05
H -1.78 -7.73 -3.58 0.09
H -3.48 -5.24 -4.72 0.08
H -3.09 -6.70 -5.68 0.08
H -2.56 -5.10 -6.23 0.08
```

HOMO level: -8.48 eV
HOMO-LUMO gap: 7.891 eV
ΔE to the lowest compared entry with this formula, charge and spin: 310.5 kJ/mol
E_LUMO: -0.590 eV


7.
The following is a DFT calculation (ωB97M-V/def2-TZVPD) of C27H32ClN3O5STl as an isolated structure.

XYZ file:
```
70
Properties=species:S:1:pos:R:3:lowdin_charge:R:1
Tl -0.72 0.76 -0.01 0.62
Cl -0.72 1.62 -2.39 -0.31
N -1.86 -1.35 -0.54 0.04
N 1.62 1.65 0.45 0.06
C -1.48 -2.36 -1.29 -0.35
C 2.85 1.39 0.08 -0.34
C -3.32 -1.23 -0.63 -0.56
C -3.61 -1.99 -1.92 -0.05
C -3.73 0.24 -0.66 -0.09
C -3.90 -1.89 0.61 -0.02
H -3.14 0.79 -1.41 0.02
H -3.57 0.67 0.35 0.05
H -4.80 0.31 -0.90 0.09
H -3.70 -2.98 0.58 0.09
H -4.98 -1.72 0.66 0.09
H -3.43 -1.46 1.50 0.08
C 1.59 3.04 0.95 -0.56
C 2.82 3.63 0.25 -0.05
C 1.74 2.97 2.47 -0.02
C 0.29 3.74 0.57 -0.08
H 0.14 3.69 -0.52 0.05
H 0.32 4.78 0.92 0.09
H -0.56 3.25 1.07 0.06
H 2.77 2.70 2.73 0.09
H 1.07 2.19 2.85 0.08
H 1.49 3.93 2.92 0.09
O 3.64 2.45 -0.10 0.00
H 3.45 4.29 0.86 0.13
H 2.56 4.13 -0.69 0.13
O -2.40 -2.81 -2.14 0.01
H -3.71 -1.33 -2.79 0.13
H -4.47 -2.68 -1.87 0.13
C -0.17 -3.08 -1.22 -0.04
C 3.44 0.03 -0.10 -0.04
C 2.75 -0.71 -1.21 -0.17
H 3.22 -0.48 0.86 0.14
H 4.52 0.08 -0.22 0.12
C 1.67 -1.50 -0.83 -0.01
C 0.95 -2.24 -1.76 -0.17
H 1.39 -1.55 0.22 0.12
C 1.33 -2.21 -3.11 -0.21
C 2.44 -1.44 -3.48 0.01
C 0.60 -3.05 -4.13 -0.04
C 3.14 -0.65 -2.56 -0.21
H 2.79 -1.47 -4.51 0.11
C 4.31 0.20 -2.97 -0.04
H 4.54 0.03 -4.03 0.07
H 5.19 -0.07 -2.38 0.08
H 4.14 1.28 -2.84 0.09
H 0.61 -4.10 -3.82 0.08
H 1.10 -2.98 -5.10 0.07
H -0.44 -2.76 -4.28 0.09
H -0.24 -4.06 -1.70 0.12
H -0.02 -3.23 -0.13 0.14
O -4.84 0.68 4.17 -0.32
S -3.62 1.44 4.05 0.64
O -3.68 2.88 4.14 -0.32
N -2.70 0.93 2.73 -0.04
C -1.50 0.47 3.10 -0.54
O -0.53 0.21 2.30 -0.22
C -1.33 0.31 4.56 -0.15
C -0.26 -0.22 5.27 -0.01
C -0.30 -0.23 6.66 -0.09
C -1.40 0.31 7.33 -0.09
C -2.48 0.86 6.61 -0.04
C -2.42 0.84 5.22 -0.22
H 0.58 -0.64 4.71 0.11
H 0.53 -0.66 7.23 0.10
H -1.42 0.31 8.43 0.10
H -3.35 1.29 7.10 0.11
```

HOMO level: -2.65 eV
Charge: -1
HOMO-LUMO gap: 5.197 eV
ΔE to the lowest compared entry with this formula, charge and spin: 0.0 kJ/mol
E_LUMO: 2.544 eV


Going through the records in order, we get maximum force values of 0.9 1.8 1.1 2.3 3.6 7.5 3.9 eV Å⁻¹.